59
Properties=species:S:1:pos:R:3 method="wB97M-V/def2-TZVPD" s_squared=3.84 energy_ev=-144005.8298 e_lumo_ev="-1.674 / -0.427" multiplicity=4 e_above_lowest_kcal_mol=30.1 e_homo_ev="-8.8 / -9.0" total_charge=0
Cr 0.72 0.86 -0.91
Br 2.68 -0.54 -1.89
C 2.74 0.28 -3.61
C 3.64 -0.14 -4.54
C 3.65 0.52 -5.79
C 2.78 1.55 -6.03
C 1.86 1.97 -5.05
C 0.97 3.06 -5.28
C 0.11 3.45 -4.30
C 0.05 2.78 -3.06
C 0.89 1.72 -2.78
C 1.81 1.32 -3.79
H 4.33 -0.94 -4.33
H 4.35 0.20 -6.55
H 2.80 2.06 -6.98
H 1.01 3.56 -6.23
H -0.57 4.28 -4.48
H -0.66 3.12 -2.33
C -1.21 -0.13 4.55
C -1.56 0.92 3.56
N -1.08 1.03 2.34
C -1.63 2.19 1.84
C -2.46 2.77 2.76
N -2.40 1.95 3.85
C -3.34 3.96 2.84
O -3.41 4.74 1.78
O -3.96 4.17 3.85
C -1.31 2.72 0.50
O -1.76 3.79 0.11
O -0.51 1.99 -0.21
H -0.93 -1.05 4.04
H -2.05 -0.35 5.21
H -0.37 0.19 5.17
H -2.92 2.14 4.69
H -2.84 4.37 1.05
C -2.59 -2.33 1.83
C -1.65 -3.44 1.39
C -0.21 -2.95 1.14
C 0.65 -4.15 0.66
C 2.15 -3.91 0.59
C 0.40 -2.45 2.43
O 0.27 -3.02 3.49
N 1.19 -1.31 2.36
C 1.22 -0.46 1.29
O 1.88 0.58 1.28
N 0.51 -0.78 0.17
C -0.22 -1.92 0.01
O -0.84 -2.12 -1.01
H -3.61 -2.71 1.92
H -2.61 -1.50 1.12
H -2.31 -1.93 2.81
H -2.00 -3.89 0.46
H -1.60 -4.22 2.15
H 0.27 -4.43 -0.33
H 0.44 -4.99 1.34
H 2.40 -3.06 -0.05
H 2.65 -4.78 0.18
H 2.58 -3.72 1.58
H 1.65 -1.01 3.20

***

24
Properties=species:S:1:pos:R:3 method="wB97M-V/def2-TZVPD" energy_ev=-26852.8146 e_lumo_ev=3.734 smiles="C[C@H](O)[C@](N)([C@H](N)O)[P@](=O)([O-])O" e_above_lowest_kcal_mol=0.0 e_homo_ev=-4.4 total_charge=-1
C 0.51 -0.42 2.48
C 0.81 -0.43 0.97
O 2.20 -0.10 0.89
C -0.12 0.46 0.12
N -0.32 1.84 0.49
C -1.55 -0.09 0.07
N -1.45 -1.41 -0.45
O -2.52 0.66 -0.74
P 0.82 0.37 -1.89
O 2.14 1.11 -1.63
O -0.20 0.80 -2.85
O 1.21 -1.19 -2.28
H 0.48 -1.40 2.86
H 1.25 0.16 2.99
H -0.47 0.04 2.59
H 0.89 -1.42 0.51
H 2.52 0.42 0.13
H 0.53 2.40 0.35
H -1.00 2.24 -0.11
H -2.13 -0.18 1.04
H -0.93 -1.27 -1.38
H -2.29 -1.69 -0.82
H -2.21 0.60 -1.72
H 1.85 -1.49 -1.64

***

21
Properties=species:S:1:pos:R:3 method="wB97M-V/def2-TZVPD" energy_ev=-11542.5038 e_lumo_ev="-0.239 / -0.239" smiles="C=C(C)OC.C=CC=O" e_above_lowest_kcal_mol=136.1 e_homo_ev="-8.2 / -8.2" total_charge=0
C -1.11 1.50 -0.50
C -0.16 0.51 -0.56
C 0.55 0.31 -1.88
O -0.70 -0.89 -0.14
C -2.02 -1.31 -0.42
H -1.11 2.31 -1.21
H -1.99 1.47 0.12
H 1.05 1.24 -2.15
H -0.16 0.11 -2.69
H 1.19 -0.56 -1.85
H -2.73 -0.54 -0.74
H -2.41 -1.80 0.47
H -2.03 -2.02 -1.25
C 2.57 0.00 0.95
C 1.35 0.53 1.19
C 0.24 -0.45 2.05
O 0.33 -1.59 2.39
H 3.46 0.33 1.47
H 2.63 -0.91 0.37
H 1.39 1.45 1.77
H -0.34 0.30 2.61

***

9
Properties=species:S:1:pos:R:3 method="wB97M-V/def2-TZVPD" energy_ev=-4217.7506 e_lumo_ev=0.987 smiles="C=C.O" e_above_lowest_kcal_mol=16.5 e_homo_ev=-10.1 total_charge=0
C -1.10 0.66 -0.75
C -1.63 0.10 0.34
H -1.45 0.45 -1.74
H -0.22 1.28 -0.62
H -2.55 -0.46 0.31
H -1.22 0.29 1.32
O 2.68 -0.38 0.42
H 3.45 -0.87 0.13
H 2.05 -1.06 0.58

***

171
Properties=species:S:1:pos:R:3 method="wB97M-V/def2-TZVPD" energy_ev=-213042.9130 e_lumo_ev=-3.457 e_homo_ev=-10.4 total_charge=+1
C 8.98 1.37 -0.11
C 8.19 0.43 -0.72
C 6.76 0.25 -0.41
O 6.31 0.71 0.58
O 5.98 -0.47 -1.27
C 5.32 0.39 -2.20
C 4.12 -0.33 -2.89
C 2.94 0.65 -2.86
C 1.63 0.09 -3.47
C 0.59 1.25 -3.31
C -0.88 0.84 -3.50
N -1.91 1.39 -2.53
S -1.28 0.88 -0.91
C -0.92 -0.89 -0.94
C -2.05 -1.93 -0.82
O -1.70 -3.04 -0.72
O -3.34 -1.62 -0.88
C -4.22 -2.76 -0.85
C -5.61 -2.21 -0.47
C -5.51 -1.85 1.06
O -6.62 -3.22 -0.65
C -7.88 -2.66 -0.50
O -8.35 -2.07 -1.38
C -8.72 -2.85 0.77
S -8.85 -1.32 1.79
C -2.01 2.88 -2.61
O -0.90 3.51 -2.07
C -0.85 4.92 -2.28
C -1.95 5.73 -1.53
O -2.86 6.32 -2.45
C -4.24 6.05 -2.18
C -4.91 7.34 -1.61
C -2.41 3.31 -4.04
O -3.32 2.52 -4.77
C -3.68 1.23 -4.31
C -3.28 0.89 -2.84
C -4.52 1.21 -1.96
Br -4.37 1.45 -0.01
C -5.41 2.42 -2.43
C -6.73 1.95 -3.12
H 9.24 1.32 0.95
H 9.41 2.20 -0.68
H 8.65 -0.25 -1.45
H 5.99 0.86 -2.94
H 4.90 1.23 -1.62
H 4.46 -0.59 -3.90
H 3.90 -1.20 -2.25
H 2.71 0.83 -1.79
H 3.15 1.63 -3.31
H 1.31 -0.85 -3.00
H 1.83 -0.11 -4.53
H 0.86 1.79 -2.40
H 0.86 1.95 -4.11
H -1.12 1.09 -4.54
H -0.94 -0.26 -3.52
H -0.27 -1.08 -0.07
H -0.33 -1.25 -1.79
H -3.99 -3.51 -0.09
H -4.24 -3.17 -1.87
H -5.88 -1.32 -1.06
H -5.86 -0.84 1.25
H -4.46 -1.94 1.38
H -6.07 -2.62 1.60
H -8.32 -3.64 1.41
H -9.75 -3.08 0.50
H -7.73 -1.27 2.56
H -2.84 3.22 -1.95
H -0.76 5.23 -3.33
H 0.09 5.25 -1.82
H -2.42 5.09 -0.76
H -1.45 6.55 -0.99
H -4.40 5.16 -1.55
H -4.69 5.81 -3.16
H -4.09 7.96 -1.22
H -5.60 7.07 -0.81
H -5.39 7.85 -2.44
H -2.80 4.34 -3.98
H -1.47 3.41 -4.62
H -4.72 0.95 -4.51
H -3.12 0.51 -4.93
H -3.18 -0.21 -2.87
H -5.19 0.36 -2.07
H -4.86 3.17 -3.02
H -5.77 2.98 -1.56
H -7.60 2.12 -2.48
H -6.72 0.88 -3.38
H -6.86 2.51 -4.06
C 7.30 0.74 6.19
C 7.06 1.87 5.53
C 6.63 1.85 4.11
O 6.41 2.88 3.51
C 6.48 0.52 3.45
C 6.73 -0.60 4.12
C 7.15 -0.58 5.54
O 7.38 -1.62 6.14
H 7.62 0.73 7.23
H 7.16 2.84 5.99
H 6.17 0.53 2.41
H 6.63 -1.58 3.66
C 9.55 -3.38 4.93
C 9.40 -4.65 5.30
C 10.38 -5.68 4.88
O 10.26 -6.84 5.21
C 11.53 -5.24 4.04
C 11.67 -3.97 3.67
C 10.69 -2.94 4.09
O 10.82 -1.78 3.76
H 8.84 -2.61 5.22
H 8.58 -4.98 5.91
H 12.23 -6.01 3.75
H 12.50 -3.63 3.06
C 4.08 -2.84 8.28
C 5.08 -3.30 7.52
C 5.33 -4.76 7.38
O 6.24 -5.18 6.70
C 4.42 -5.68 8.11
C 3.42 -5.22 8.86
C 3.18 -3.76 9.00
O 2.27 -3.34 9.69
H 3.89 -1.78 8.39
H 5.75 -2.64 6.99
H 4.62 -6.74 7.99
H 2.75 -5.87 9.40
C -3.85 -5.92 4.12
C -3.32 -4.73 4.38
C -2.41 -4.07 3.41
O -1.93 -2.98 3.65
C -2.12 -4.78 2.15
C -2.65 -5.97 1.89
C -3.56 -6.64 2.85
O -4.05 -7.72 2.62
H -4.51 -6.42 4.82
H -3.52 -4.19 5.30
H -1.46 -4.28 1.46
H -2.45 -6.51 0.97
C -3.84 2.51 -7.80
C -4.18 3.56 -8.55
C -4.58 3.38 -9.97
O -4.88 4.33 -10.66
C -4.61 2.00 -10.51
C -4.28 0.96 -9.75
C -3.87 1.14 -8.34
O -3.57 0.18 -7.64
H -3.54 2.61 -6.76
H -4.16 4.57 -8.17
H -4.91 1.89 -11.54
H -4.29 -0.06 -10.13
C 7.29 3.78 -5.71
C 6.26 3.05 -5.29
C 5.01 3.69 -4.81
O 4.07 3.02 -4.42
C 4.95 5.17 -4.82
C 5.98 5.90 -5.24
C 7.23 5.26 -5.72
O 8.17 5.93 -6.10
H 8.21 3.33 -6.06
H 6.29 1.97 -5.27
H 4.03 5.62 -4.46
H 5.96 6.98 -5.25
C -9.18 -1.86 6.83
C -8.59 -1.86 5.64
C -7.13 -1.69 5.51
O -6.59 -1.69 4.41
C -6.34 -1.51 6.75
C -6.92 -1.51 7.94
C -8.39 -1.68 8.08
O -8.92 -1.68 9.17
H -10.25 -1.98 6.95
H -9.15 -1.99 4.72
H -5.27 -1.38 6.62
H -6.36 -1.38 8.86

***

16
Properties=species:S:1:pos:R:3 method="wB97M-V/def2-TZVPD" s_squared=2.01 energy_ev=-8293.0825 e_lumo_ev="1.062 / -1.973" multiplicity=3 e_above_lowest_kcal_mol=45.9 e_homo_ev="-5.2 / -9.1" total_charge=0
C -0.83 1.75 0.36
C -0.97 -0.68 -0.18
C -1.48 0.74 -0.19
N 2.70 0.45 -0.39
N -1.89 -1.80 0.12
O 3.13 -0.63 0.48
H -1.22 2.73 0.21
H 2.37 -1.19 0.47
H -0.04 1.65 1.07
H -0.19 -0.69 0.46
H -0.52 -0.97 -1.14
H -2.46 1.03 -0.61
H 3.28 1.20 -0.11
H -1.92 -2.17 1.05
H -2.77 -1.54 -0.27
H 2.80 0.10 -1.32

***

69
Properties=species:S:1:pos:R:3 method="wB97M-V/def2-TZVPD" energy_ev=-49756.2982 e_lumo_ev=-4.659 e_homo_ev=-9.7 total_charge=+1
C 3.72 -3.03 4.44
C 3.67 -4.36 3.43
P 1.79 -4.83 3.25
C 1.61 -6.75 2.95
C 1.07 -3.84 1.76
C -0.31 -2.97 2.10
C -0.93 -2.10 0.86
C -0.18 -2.18 -0.63
C -0.91 -1.25 -1.81
C -0.55 0.33 -1.39
C -1.48 1.24 -0.40
N 0.63 0.85 -1.90
N 1.07 -3.02 -0.87
Cl 1.78 -3.07 -2.49
C 1.76 -3.84 0.24
C 3.11 -4.71 -0.10
C 4.45 -3.83 -0.44
C 4.51 -2.33 0.20
C 4.43 -1.13 -0.96
C 6.04 -2.17 0.85
H 4.82 -2.72 4.71
H 3.05 -3.23 5.40
H 3.22 -2.08 3.92
H 4.18 -5.31 3.88
H 4.12 -4.00 2.41
H 2.12 -7.10 1.95
H 0.45 -7.02 2.98
H 2.07 -7.28 3.91
H -0.81 -2.95 3.18
H -1.90 -1.43 1.02
H -0.57 -1.53 -2.90
H -2.08 -1.46 -1.67
H -1.16 1.08 0.73
H -1.41 2.41 -0.61
H -2.63 0.95 -0.44
H 0.78 1.84 -1.54
H 2.88 -5.37 -1.06
H 3.38 -5.44 0.78
H 4.60 -3.74 -1.62
H 5.38 -4.42 -0.05
H 3.78 -2.13 1.10
H 3.34 -0.71 -0.92
H 4.63 -1.57 -2.04
H 5.21 -0.26 -0.73
H 6.14 -1.16 1.47
H 6.88 -2.15 0.03
H 6.20 -3.10 1.55
C -5.50 7.92 -1.91
C -5.61 6.41 -2.10
N -4.33 5.74 -2.30
C -4.46 4.36 -2.77
C -5.13 3.35 -1.83
C -3.32 5.95 -1.26
C -3.68 5.56 0.17
H -4.95 8.38 -2.73
H -6.50 8.36 -1.88
H -5.00 8.18 -0.97
H -6.24 6.25 -2.98
H -6.16 5.99 -1.25
H -3.47 3.97 -3.05
H -5.03 4.37 -3.70
H -4.47 3.07 -1.00
H -5.35 2.43 -2.38
H -6.07 3.73 -1.42
H -3.04 7.01 -1.26
H -2.39 5.44 -1.54
H -4.67 5.90 0.46
H -2.96 6.01 0.87
H -3.62 4.48 0.32

***

14
Properties=species:S:1:pos:R:3 method="wB97M-V/def2-TZVPD" energy_ev=-8831.0318 e_lumo_ev="-0.673 / -0.671" e_above_lowest_kcal_mol=119.2 e_homo_ev="-8.2 / -8.2" total_charge=0
C 2.14 0.18 0.57
C -0.72 -0.75 -1.40
C 0.35 0.09 -0.91
C -1.39 0.39 -0.18
C -1.97 -0.16 0.88
N 1.32 -0.59 -0.33
O -1.09 -1.82 -1.66
H 0.44 1.08 -1.38
H -1.68 1.37 -0.54
H 3.13 -0.28 0.58
H 2.29 1.23 0.27
H 1.72 0.18 1.59
H -2.89 0.23 1.30
H -1.66 -1.15 1.21